105
Properties=species:S:1:pos:R:3:forces:R:3:mulliken_charge:R:1 method="wB97M-V/def2-TZVPD" total_charge=0 multiplicity=1 e_homo_ev=-7.3408 orbital_gap_ev=7.50 lumo_energy_ev=0.16
N 1.65938 0.93660 0.87532 0.7 -0.6 0.1 0.054
C 1.30746 3.10445 1.15887 0.7 0.2 0.6 0.263
C -0.78099 3.90177 -2.94171 0.1 -0.2 -0.1 -1.582
C 4.33939 -3.65536 0.02148 -0.1 0.0 0.0 -1.106
H -4.47620 -1.51793 3.37693 -0.1 0.1 0.1 0.395
C -3.37321 0.48180 1.66180 0.1 0.2 -0.1 -0.851
H -1.07775 4.65930 -3.66550 0.0 0.1 -0.1 0.517
H 5.10891 1.05545 0.44065 0.0 -0.1 -0.1 0.215
H 2.86445 -5.35495 2.54408 0.0 0.0 0.0 0.534
C 2.13092 -3.56795 1.60701 0.2 -0.5 0.3 -0.183
C -0.54474 4.90924 1.32421 0.2 0.0 0.0 -1.588
H -0.89040 -2.49004 2.86318 0.1 -0.1 0.2 -0.428
C 0.47900 -0.73363 -2.65584 -0.1 0.2 -0.3 -0.967
C 3.38468 -2.64404 -0.03153 0.2 -0.4 -0.1 -0.120
H -0.83500 2.86445 -0.52768 -0.2 0.3 0.0 -0.932
O -0.19886 -2.65056 -0.08715 0.1 0.8 -0.4 -1.121
C 0.90378 -2.12931 -2.99459 0.0 -0.1 0.0 2.513
C -2.75952 1.51049 0.97544 -0.2 0.0 0.3 -0.142
H -4.12391 3.17238 2.63796 0.0 0.0 0.1 0.445
S -0.83641 -3.90317 0.34186 -0.6 -2.0 -1.0 0.794
H -4.82777 4.22238 1.41162 -0.1 0.1 0.0 0.476
C 0.92368 4.56013 1.11656 -0.3 0.1 -0.3 0.147
H -2.98551 2.32176 -3.40882 0.0 0.0 0.0 0.288
H 2.79934 -1.46992 -3.83196 0.1 0.0 0.0 0.344
H -2.75270 -3.17609 -0.94479 0.0 0.2 0.1 0.399
N 0.75706 -1.08800 2.52010 0.2 -0.1 1.3 -1.091
N 0.83659 1.96957 0.58806 -0.2 1.0 -0.2 0.655
H -1.98717 -1.79889 4.04903 0.1 0.1 0.1 0.455
H 1.27897 -2.61076 -2.08789 0.0 0.1 -0.1 -0.929
C 4.06979 -0.68291 2.38433 -0.1 0.1 0.1 -1.034
H -4.48985 -3.15532 2.73322 -0.1 -0.1 0.1 0.478
C 1.47945 5.22092 -0.14739 0.0 0.0 0.2 -1.371
H 4.75422 -0.89566 3.20569 0.0 0.0 0.0 0.514
B -0.45047 1.79363 -0.24662 -0.1 0.2 0.0 0.275
H 0.23065 4.11506 -2.61174 0.0 0.1 0.1 0.222
C -2.81884 -1.98926 2.06351 0.1 -0.1 0.2 2.726
C 0.09438 0.22680 -3.58483 0.0 0.1 0.4 -1.012
H 4.87050 -5.45957 1.04911 0.0 0.0 0.0 0.449
H -2.63585 3.59591 0.62083 0.0 0.0 0.0 -1.063
H 2.39218 -3.14460 -4.20364 0.0 -0.1 0.0 0.437
H 5.07234 2.49343 1.45905 0.0 0.1 0.0 0.455
H -5.34068 2.54067 1.52733 -0.1 -0.1 0.0 0.330
H -4.83384 2.03739 -0.80852 -0.1 -0.1 0.0 0.412
C 5.10739 1.40712 1.47002 -0.1 0.0 0.2 -1.481
H 1.46973 4.99693 1.96062 0.0 -0.2 -0.1 0.547
H -2.66698 -2.65311 1.20639 -0.2 0.1 0.1 -1.395
H -4.96676 -1.81233 1.69720 -0.1 0.1 0.0 0.456
H -0.14315 2.60280 -4.47299 -0.1 -0.1 0.2 0.550
C 4.15217 -4.65721 0.95903 -0.1 0.1 0.0 -0.516
H 1.23958 -3.47316 2.21041 0.0 0.0 0.2 0.081
H -2.45110 3.02549 -4.93100 -0.1 0.1 -0.1 0.437
H 4.49786 -1.11613 1.48479 0.0 0.0 0.0 0.226
H -1.45567 3.97252 -2.09604 -0.1 0.0 0.1 0.121
C -3.97607 2.70755 -0.79224 0.2 0.1 0.1 -1.198
C -4.48772 3.20933 1.61465 0.3 0.0 -0.1 -2.098
H -0.64913 -2.51826 -4.45771 0.0 0.0 -0.1 0.452
C -3.39499 2.81844 0.62117 0.0 0.0 -0.1 2.181
C 3.03455 -4.60627 1.78339 -0.1 0.1 -0.1 -0.990
N -1.55742 1.05553 0.55777 -0.6 0.8 -0.1 1.316
N 0.32182 -0.23577 -1.43577 0.3 -0.8 0.1 0.111
N -1.40615 -0.22140 0.92726 -0.1 -0.6 0.2 -0.380
S 1.24720 -1.12899 5.23493 0.3 0.0 1.4 -0.493
H 1.56235 -1.82932 -5.03181 0.0 0.0 -0.1 0.370
H 5.19539 -3.64358 -0.63419 0.0 0.1 0.0 0.537
C -2.28893 -4.14306 -0.78116 0.4 0.0 0.5 -1.399
H -1.08403 4.86614 0.38352 -0.2 0.0 -0.1 0.120
H -0.99965 4.23052 2.04116 -0.2 0.0 0.1 0.291
H 0.11645 0.14475 -4.65320 0.0 0.0 -0.2 0.662
Br 3.63221 -1.16531 -1.16908 0.3 0.1 -0.2 0.045
H -2.27474 1.28977 -4.64997 0.0 0.0 0.0 0.365
H -1.14479 -2.75085 -2.78558 -0.1 -0.1 0.0 0.127
H 6.03934 1.10417 1.94101 0.1 -0.1 0.1 0.409
N -0.16174 1.00941 -1.54353 -0.2 0.8 -0.6 1.152
H 3.06197 3.42282 2.42517 0.1 0.1 0.1 0.627
H 2.53500 4.98835 -0.26673 0.1 0.0 0.0 0.345
H 1.00510 -5.47841 0.17415 0.0 0.0 0.1 0.217
H -2.21415 -3.46523 3.52081 -0.1 -0.2 0.0 0.347
H -3.21555 2.30410 -1.45207 0.0 0.0 -0.2 -0.166
Mg 0.54440 -0.81232 0.56681 0.5 -1.2 0.0 2.019
H -0.12378 -3.96205 -3.59304 0.0 -0.1 0.0 0.430
H 0.95125 4.86389 -1.02243 -0.1 0.0 -0.1 0.135
C 1.98385 -2.14275 -4.07952 0.0 0.0 0.2 -1.842
C -0.81952 2.53482 -3.60876 -0.3 0.3 0.0 0.411
H -2.98337 -4.80158 -0.27173 -0.1 -0.1 0.1 0.421
H -0.62819 5.92236 1.71228 0.0 0.1 0.0 0.550
C -0.31287 1.33021 -2.85020 0.2 -0.3 -0.6 -0.153
H 0.48768 -4.91524 -1.42496 -0.1 0.2 -0.2 0.054
C 3.90971 0.82355 2.23547 0.2 -0.4 -0.1 0.612
N 2.30394 -2.61017 0.71105 0.3 0.5 -0.4 0.950
C -2.49491 -0.59788 1.59683 -0.3 0.2 -0.2 -0.448
H -1.98724 -4.57360 -1.72678 0.1 0.0 -0.1 0.426
C 0.96262 -1.05867 3.67621 -0.3 -0.2 -1.5 1.048
C -2.22233 2.26983 -4.18062 0.2 0.0 0.0 -1.401
H -4.28755 3.68150 -1.16517 -0.1 0.1 -0.1 0.386
C 0.14933 -5.24974 -0.45153 -0.2 0.4 0.6 -0.860
C -1.91958 -2.47002 3.19734 -0.1 0.0 -0.2 -0.641
H -4.32735 0.51684 2.14198 -0.2 0.0 0.0 0.608
H 3.93179 1.24351 3.24870 -0.1 0.0 -0.1 0.392
H 3.11648 -1.14954 2.60346 0.1 -0.1 0.0 -0.248
C 2.64984 1.39687 1.63541 0.0 0.7 0.2 -0.317
H -0.48240 -6.12443 -0.54163 -0.1 -0.2 0.0 0.594
C -0.33000 -2.89559 -3.48726 0.1 0.0 0.2 -1.501
H 1.36098 6.30054 -0.08717 0.0 0.1 0.0 0.459
C 2.45443 2.76249 1.83876 -0.5 -0.1 -0.3 -1.105
C -4.28405 -2.11588 2.48907 0.2 -0.1 -0.3 -2.223